Record 1
80
Properties=species:S:1:pos:R:3 method="wB97M-V/def2-TZVPD" energy_ha=-1621.4582 lumo_ev="-10.014 / -11.651" total_charge=+3 s_squared=0.7547 orbital_gap_ev="5.1 / 3.4" spin_multiplicity=2
O -5.82630 16.32731 -22.12446
O -9.13105 20.23804 -19.57859
O -9.61492 14.04164 -19.34224
O -8.40896 19.41318 -21.32679
O -12.01013 25.30447 -18.47543
O -15.07638 23.19968 -12.84249
O -13.14614 19.67356 -18.02990
O -9.40610 21.14569 -21.50805
O -11.46933 20.91814 -15.15649
N -8.02514 16.71973 -20.38668
N -10.39938 23.27737 -17.92780
N -14.49009 21.36943 -16.12684
C -11.30198 23.05834 -19.01063
C -12.43987 24.10398 -18.94770
C -12.45717 19.09232 -19.13724
C -14.31814 22.55077 -13.90319
C -6.82986 15.86361 -20.12996
C -14.37657 20.32805 -18.38063
C -9.10069 20.20693 -20.78946
C -11.72610 19.54658 -15.18936
C -10.85915 22.88600 -16.62042
C -15.25846 20.52198 -17.05233
C -10.02501 15.44768 -19.59091
C -9.89984 13.33671 -18.14098
C -15.16608 21.67902 -14.89767
C -11.03328 21.35128 -16.42564
C -5.21161 15.84039 -23.37650
C -9.25128 16.03637 -20.80400
C -15.93897 24.18982 -13.31716
C -6.39291 15.27831 -21.44274
C -13.08941 26.11364 -17.93361
Li -7.77022 18.80211 -19.43860
Li -8.35242 22.93984 -21.24804
Li -8.80710 22.06987 -18.57358
Li -8.14398 20.44414 -23.01633
H -16.05194 24.92987 -12.52491
H -10.00757 20.98248 -16.42243
H -9.92678 16.79161 -21.20578
H -11.38728 19.21463 -18.96842
H -13.20850 23.67163 -18.30709
H -4.64346 14.92467 -23.21288
H -15.56962 19.55164 -16.66541
H -7.80885 17.39855 -21.10259
H -9.26924 13.76868 -17.36390
H -16.09849 21.15671 -17.33441
H -5.61272 14.58353 -21.13177
H -9.53700 12.34386 -18.40689
H -11.09635 15.50340 -19.78384
H -10.12969 23.30161 -15.92526
H -11.26180 18.94952 -15.97426
H -16.95112 23.78764 -13.36086
H -12.62129 19.51957 -20.12649
H -10.87656 23.32222 -19.97886
H -13.02721 27.17728 -18.16361
H -13.57738 20.96294 -15.97911
H -11.50060 22.00886 -19.22798
H -11.64032 21.15203 -17.30877
H -10.93402 13.33870 -17.79663
H -15.55457 24.65674 -14.22398
H -12.76047 19.32779 -15.45451
H -6.00167 15.68558 -24.11131
H -11.65982 18.95277 -14.27770
H -12.57110 18.02137 -19.30512
H -14.05845 25.66451 -18.15125
H -14.86973 19.61340 -19.03954
H -7.09674 14.95815 -19.58496
H -13.88098 23.31451 -14.54638
H -16.08990 22.19611 -15.15704
H -13.14573 26.00982 -16.85003
H -9.78505 16.05267 -18.71656
H -4.43573 16.39033 -23.90909
H -12.82649 24.33441 -19.94043
H -9.24987 15.36542 -21.66301
H -6.00063 16.37696 -19.64320
H -11.82705 23.30664 -16.34777
H -13.46837 22.12204 -13.37198
H -14.23086 21.29130 -18.86951
H -15.35454 20.80275 -14.27740
H -7.17030 14.72559 -21.97026
H -9.98406 24.19706 -17.96987

---

Record 2
72
Properties=species:S:1:pos:R:3 method="wB97M-V/def2-TZVPD" energy_ha=-9150.9546 lumo_ev="-8.027 / -9.988" total_charge=+3 s_squared=2.0076 orbital_gap_ev="7.5 / 5.5" spin_multiplicity=3 de_lowest_ev=0.000
As -1.41143 -1.46970 1.34537
As 1.88344 -0.37781 1.97096
As 2.10558 -5.15337 2.01444
Ni 0.39475 -0.50354 0.04650
O 0.86900 -1.86739 -1.31421
N 1.09505 1.14950 -1.25073
N 1.22828 3.37198 -3.15033
C 1.63329 1.30675 2.89880
C 3.78230 -0.37396 1.60854
C 0.92441 0.95094 -2.71158
C 1.65479 -1.68248 3.41032
C -2.85540 -0.23269 1.71661
C 3.79271 -4.13579 1.88575
C 0.40280 -3.36242 4.71657
C 0.38898 -4.00553 -2.19080
C 2.44348 -5.83096 3.81476
C 1.39440 3.60390 -1.67030
C 2.12858 -2.63605 -1.32993
C 1.66909 1.98383 -3.54219
C 0.49977 -2.68824 3.33800
C -0.15196 -2.59802 -2.08772
C -0.85054 -1.96563 3.14228
C 1.89252 -3.76413 -2.31336
C -2.35456 -3.00669 0.65088
C 0.65785 2.52212 -0.89522
C 0.72162 -3.69722 2.19947
H 2.46765 3.58906 -1.47769
H 2.15405 -3.46337 -3.32841
H 1.90528 2.14964 2.26539
H 1.47754 1.85814 -4.60654
H 2.92956 -1.95291 -1.61373
H 4.58858 -4.88166 1.88582
H 3.86394 -3.60317 0.93711
H 1.54253 -6.25860 4.24868
H 1.01211 4.59656 -1.43828
H 0.60121 1.41572 3.22888
H -0.21687 -4.25836 4.66521
H -2.47052 0.67912 2.16993
H -1.09621 -2.50788 -1.55662
H -0.90542 -1.05857 3.75126
H 2.59794 -2.22241 3.46128
H 4.06880 0.56438 1.13467
H 2.29508 -3.00042 -0.31858
H -1.66539 -3.74937 0.25827
H 0.24899 3.51293 -3.41595
H 4.05540 -1.21263 0.97191
H 2.09008 1.06594 -1.03726
H 2.87626 -5.09826 4.49151
H 0.86065 -3.13504 1.26265
H -3.04428 -2.68534 -0.12829
H 1.27023 -0.04391 -2.98368
H -2.92507 -3.43986 1.47203
H 1.37960 -3.64913 5.09767
H 2.28649 1.30281 3.77121
H -0.41587 2.58543 -1.08902
H -0.14659 0.99508 -2.92650
H 1.76113 4.07080 -3.67642
H -0.04857 -2.68412 5.44282
H -0.20503 -4.26339 2.06229
H 1.57983 -1.06890 4.31202
H 2.48235 -4.64202 -2.05705
H 2.74604 1.94723 -3.37493
H 0.16409 -4.57619 -1.28748
H -1.66020 -2.61602 3.48514
H 3.99577 -3.45592 2.71022
H 3.16151 -6.63904 3.67170
H -3.54582 -0.71042 2.41147
H 0.80124 2.69535 0.17060
H -0.23638 -2.11671 -3.06364
H -0.02641 -4.53730 -3.04414
H -3.38638 0.01107 0.79854
H 4.31047 -0.46018 2.55791

---

Record 3
77
Properties=species:S:1:pos:R:3 method="wB97M-V/def2-TZVPD" energy_ha=-1592.6033 lumo_ev=2.407 total_charge=-1 orbital_gap_ev=7.5 spin_multiplicity=1 de_lowest_ev=0.000
O 0.34085 -4.35512 -1.67298
O 2.15614 0.73219 -0.05455
O -1.96930 -1.00596 -2.79531
O 2.87370 -0.60603 -1.65435
O -2.29959 3.27449 0.35408
O 2.20537 1.50230 -2.10252
O -7.57428 -1.92456 1.64247
O 4.66268 5.07241 0.92803
O 4.90132 -0.67522 2.78677
N 1.39441 3.74597 -0.17609
N 3.05673 -2.67907 0.21073
N -4.22605 -1.76200 -0.16175
C 4.34093 0.66625 2.89049
C -5.70147 -1.58206 0.11324
C -1.04150 3.02846 -0.29221
C 0.03623 3.98964 0.25132
C 4.67303 -1.34647 1.51802
C 1.66489 -3.83550 -1.43715
C 2.35725 0.48116 -1.16614
C 1.77794 -3.13784 -0.04246
C -6.11911 -2.21768 1.40538
C 3.82731 4.28724 0.15910
C -7.85547 -2.38638 2.76707
C 2.34053 4.72961 0.43613
C -0.58455 -0.76673 -2.94450
C -3.84849 -1.35209 -1.50743
C -2.35687 -1.32989 -1.51126
C 0.15970 -4.88669 -2.74587
C -3.42980 2.57064 -0.04745
C 3.30163 -2.01197 1.56164
C 5.94023 4.83477 0.91973
H -5.86877 -0.37756 0.13247
H -3.39391 1.63821 0.25650
H -5.61872 -1.91096 2.32641
H 4.82733 -0.60358 0.67298
H 2.12943 -3.19316 -2.14955
H -4.14017 -0.23025 -1.59976
H 1.44696 -3.80691 0.71486
H 4.89160 1.18021 2.19093
H 6.09257 3.76717 1.31186
H -0.75420 -5.52346 -2.70940
H 2.48191 -1.21688 1.66372
H -3.52872 -1.33414 0.60465
H 2.16870 4.92412 1.51684
H -0.26806 -0.61823 -4.08091
H 4.32476 0.86455 4.03462
H -1.32346 3.34491 -1.24441
H -4.17076 2.98362 0.43473
H -1.99299 -2.24632 -1.31388
H 2.02735 5.62501 -0.09495
H -2.11875 -0.62788 -0.73562
H 1.15117 -2.32253 -0.00510
H -7.30547 -2.31058 3.59276
H 6.56920 5.52880 1.41999
H -6.22354 -2.10143 -0.60198
H 0.00303 3.75957 1.28512
H -0.74558 1.82032 -0.15621
H 0.76301 -5.72497 -3.08666
H 3.16705 -2.89859 2.16888
H 3.83223 3.13719 0.49719
H -8.09070 -3.36953 2.73167
H -3.55661 2.37426 -1.00035
H 6.28937 4.89315 -0.22230
H 0.03686 -1.48188 -2.51198
H -4.39539 -1.78216 -2.42179
H -0.43814 4.96527 0.08919
H -5.98597 -3.24944 1.28336
H 3.24659 0.75043 2.64985
H 1.81965 2.10736 -1.54480
H -8.85419 -2.01565 3.19791
H 4.19600 4.25120 -0.89314
H -0.16837 0.16056 -2.48885
H 3.13442 -1.81662 -0.42931
H -0.02123 -4.21788 -3.57528
H 5.48697 -2.16765 1.45336
H 2.18710 -4.74929 -1.11738
H 1.68605 2.76775 0.12154

---

Record 4
81
Properties=species:S:1:pos:R:3 method="wB97M-V/def2-TZVPD" energy_ha=-1955.3129 smiles="C[C@H]1COC(=O)O1.C[C@H]1COC(=O)O1.C[C@H]1COC(=O)O1.CO.CO.CO.CO.CO.CO.CO" lumo_ev=0.410 orbital_gap_ev=10.0 spin_multiplicity=1 de_lowest_ev=0.000
O -4.29722 1.46009 -0.44557
O 4.69603 -1.18116 -0.90975
O -3.65080 0.71502 -3.09172
O -2.37445 -5.47011 1.90973
O 2.76594 -2.02350 -2.86399
O 0.47174 2.21343 -2.30148
O 1.09678 0.60591 1.12622
O -1.28719 -3.68130 1.06163
O 0.36414 4.25805 -1.38229
O -1.07620 0.90738 1.11017
O 2.92623 3.12941 3.16865
O 0.23375 2.34717 2.24029
O -0.54248 -4.72567 2.90581
O 3.79729 -1.04265 4.51823
O -2.83174 -2.94729 -3.04739
O -0.24743 3.96989 -3.48482
C -1.77369 5.86781 -3.74347
C 0.68896 -0.21072 0.03314
C -0.64800 -5.74914 5.06374
C 0.24898 3.38198 -2.39176
C 2.01744 -1.01226 -3.55842
C -1.38015 -4.55002 1.86675
C -0.07978 5.56097 -1.80147
C 3.04314 4.43032 3.72095
C 5.15939 -2.41673 -0.35459
C -3.74926 2.70768 -0.06874
C 1.25842 -1.59228 0.14275
C -3.24036 -2.34750 -1.81731
C -0.84604 -5.97306 3.59293
C -0.85118 -0.17036 0.13993
C -2.28020 -6.21738 3.11788
C -2.62194 1.53032 -3.70440
C 2.84860 -0.73048 3.50220
C -0.40512 5.37783 -3.29607
C 0.10155 1.38212 1.54350
H -2.78741 2.58844 -3.49080
H 2.82238 5.21466 2.99331
H 4.59017 -2.62081 0.56179
H 1.00293 -2.25307 -0.68013
H 4.05702 -0.22828 4.95337
H 2.35213 -1.58337 0.20566
H 2.14834 0.01402 3.88796
H -4.43658 3.19371 0.63167
H -1.38599 -5.02467 5.40480
H -1.92815 6.88977 -3.40036
H 4.88195 -3.22893 -1.02723
H -0.68460 -6.67218 5.64193
H -4.34035 0.64602 -3.75838
H -2.49102 -7.26790 2.93302
H -2.56818 -1.53704 -1.55684
H 6.20491 -2.39301 -0.06113
H -1.22942 -1.02437 0.70422
H 1.97435 -0.11751 -2.93990
H 1.98296 3.03201 2.97588
H -3.02062 -5.81448 3.81415
H -1.69041 1.27371 -3.20134
H 0.98183 0.27993 -0.89672
H 4.03489 4.56229 4.15393
H 2.41191 -0.89550 -4.56727
H 2.36755 4.56903 4.57788
H 0.99837 -2.00218 1.12327
H -2.82650 2.56594 0.50410
H -1.45275 0.04589 -0.73310
H 2.34219 -1.63170 3.16855
H -3.13158 -2.38528 -3.76631
H -3.18063 -3.13360 -1.06488
H -4.09851 1.30555 -1.38199
H 5.44963 -0.59264 -0.99326
H 3.32642 -1.56911 -2.22190
H -3.54331 3.43763 -0.85883
H 3.33826 -0.28840 2.62740
H 0.99041 -1.37639 -3.66318
H -0.18231 -6.68689 3.09811
H 0.71247 6.28857 -1.64544
H -2.54300 5.24056 -3.28690
H -1.86767 5.82044 -4.82513
H 0.33501 5.85172 -3.94376
H -0.93411 5.77852 -1.16126
H -2.57451 1.28622 -4.76269
H 0.34096 -5.33237 5.25865
H -4.28457 -2.02877 -1.83217

---

Record 5
76
Properties=species:S:1:pos:R:3 method="wB97M-V/def2-TZVPD" energy_ha=-4426.1106 lumo_ev="-2.017 / -2.615" total_charge=+1 s_squared=3.7760 orbital_gap_ev="7.9 / 8.4" spin_multiplicity=4
Sb -0.96176 -2.08862 -1.35968
Co -1.32746 -0.10192 0.35322
S -3.05586 0.77318 -1.06908
S -3.05356 -1.15462 1.62112
S -1.92836 1.97028 1.84332
P 0.79114 -0.01432 1.16212
Si 2.25894 1.11828 -3.10088
O 1.19114 0.09758 2.73442
O 1.60264 -1.28922 0.62272
O 1.77884 1.14498 0.67212
C 1.90424 -1.04572 4.69212
C -2.96196 -0.32452 3.24222
C -3.34196 2.75888 0.95962
C 1.54144 2.53718 0.88412
C -2.72076 -3.33552 -1.61358
C 2.74694 -0.72892 -3.20268
C 0.45884 -3.67032 -1.69668
C 3.00684 -1.38272 0.91162
C -3.36096 2.49058 -0.53538
C 3.38104 -2.79952 1.31092
C 2.71784 3.16608 1.60982
C -2.78406 1.19328 3.26832
C 0.76244 -0.83442 3.71142
C -4.62436 -0.44512 0.96792
C 2.09694 1.90748 -4.82698
C -1.08676 -1.26752 -3.35028
C 0.62454 1.33288 -2.25368
C -4.56886 -0.08202 -0.50468
C 3.66794 1.99398 -2.13658
H -0.34786 -0.47662 -3.46218
H 3.78274 -0.84432 -3.51038
H -3.73376 1.71188 3.37222
H -0.92066 -2.04922 -4.08228
H 3.52254 3.06938 -2.11208
H -0.09966 -0.40992 4.23942
H 0.24194 -4.48852 -1.01868
H 3.71224 1.62858 -1.11668
H -4.26066 2.42758 1.43552
H 2.57604 4.24188 1.65122
H 2.79444 2.77428 2.61902
H 2.74934 -3.15072 2.12192
H -4.85346 0.41798 1.58532
H 0.62714 2.68368 1.46462
H 1.43334 1.33898 -5.47078
H 3.64114 2.94708 1.08282
H 3.05914 1.96818 -5.32498
H 1.70434 2.91768 -4.75388
H -4.32176 2.79208 -0.95698
H -2.10586 -0.80942 3.71002
H 1.41414 2.98708 -0.10578
H 2.14984 -0.10412 5.17502
H -3.86076 -0.59432 3.79652
H 0.37394 -4.01812 -2.71938
H -0.08576 2.08038 -2.56228
H 1.46044 -3.30342 -1.51918
H 3.24874 -0.68422 1.71732
H -3.00606 -3.81192 -0.68088
H -5.40636 0.56398 -0.77038
H 2.63714 -1.20022 -2.23118
H -2.07886 -0.84712 -3.49858
H -3.55056 -2.73282 -1.96738
H -5.39606 -1.20012 1.12402
H 0.35424 0.79578 -1.35298
H -3.23676 3.83198 1.12152
H 4.62574 1.80088 -2.60998
H 4.41624 -2.81432 1.64112
H 0.46854 -1.77452 3.22852
H -2.57246 3.05498 -1.03208
H -4.61566 -0.98192 -1.11808
H -2.16806 1.44488 4.12992
H 3.27314 -3.48172 0.47252
H 2.13514 -1.28052 -3.90968
H 3.55694 -1.07642 0.01842
H 2.78924 -1.39702 4.17162
H 1.62064 -1.77112 5.44632
H -2.50266 -4.09602 -2.35488

---

Record 6
86
Properties=species:S:1:pos:R:3 method="wB97M-V/def2-TZVPD" energy_ha=-2097.4102 lumo_ev=-17.088 total_charge=+5 orbital_gap_ev=3.8 spin_multiplicity=1
Hf -2.23690 3.51570 0.48668
Sr 3.55283 0.60351 -2.76960
Sr -0.59118 -2.68377 -2.23958
O 4.34947 0.78329 -0.26628
O 0.18285 -4.93466 -1.49689
O 1.62293 0.34052 -4.22333
O -0.88306 4.41313 -1.14962
O -0.08658 3.96939 1.38315
O -0.66297 1.75396 -0.35758
O -2.08135 1.95375 2.01186
O 0.98805 0.71452 -1.33400
O -0.98819 -0.20331 -1.11354
O 0.13036 0.34115 -5.81419
O 0.42903 -2.74013 0.36347
O -2.34168 -3.82116 -0.78584
O 4.49498 3.07654 1.53471
O -0.11663 -0.85568 -4.04347
O -3.07330 -2.08413 -2.54181
N 0.52418 -0.05166 -4.76651
N -0.17013 0.71048 -0.91086
C -3.12815 -2.73101 -0.31503
C 0.31042 -4.10857 0.79330
C -2.77304 1.67378 4.31401
C -3.82156 -1.66865 -3.71168
C 0.61634 -6.00682 -2.40603
C 5.55689 1.34346 0.32467
C -3.11369 -5.02340 -1.02337
C -3.97313 -2.11758 -1.41925
C 0.71338 -5.19774 -0.19941
C -1.15569 4.73971 -2.55700
C 0.57251 3.40608 2.57849
C 0.37242 5.02631 -0.77447
C -2.57590 1.01664 2.94039
C 0.52904 -1.83048 1.43104
C 4.66784 4.17976 2.42217
C -3.88014 0.39382 2.46784
C 0.91054 4.29379 0.41816
C 5.46926 2.06651 1.66913
C 3.73272 -0.10680 0.66911
H 6.48433 2.42349 1.86051
H 1.60259 3.70415 2.76491
H -4.84900 -2.74116 -1.60811
H -0.37747 4.34546 -3.20390
H 4.32507 -1.01969 0.77168
H 3.62013 0.27994 1.68209
H -2.08629 4.19835 -2.75182
H -2.48856 -5.83587 -1.38501
H -3.90053 -4.82671 -1.74978
H 1.04357 5.11205 -1.62691
H -0.20978 -2.02381 2.21105
H -0.73370 -4.30628 1.05060
H 5.63529 4.63680 2.21196
H 0.57063 -6.20768 0.18375
H 1.33481 -6.74251 -2.04484
H -3.70159 -0.10205 1.51313
H -1.77409 2.02705 4.59283
H -3.42634 2.54519 4.29410
H 1.71103 4.91247 0.82658
H -3.75711 -3.00394 0.53721
H -4.32619 -1.10824 -1.19834
H 5.23184 1.31254 2.42578
H 2.71672 -0.41041 0.41152
H -2.98818 0.97282 5.11860
H 1.55798 -1.76625 1.79171
H -3.08613 -1.39361 -4.46363
H 6.37838 0.62401 0.32627
H 1.80000 -5.08225 -0.31031
H -4.58856 -2.37386 -4.03115
H 0.88314 -4.28497 1.70599
H -3.50834 -5.32901 -0.05402
H 5.91045 2.13689 -0.33974
H 0.02620 3.47235 3.51556
H -1.40064 5.78852 -2.72111
H -4.64414 1.16588 2.34510
H -2.36894 -2.05396 0.09028
H 3.82379 4.83823 2.21706
H 1.08953 -5.56044 -3.28093
H -4.40828 -0.76568 -3.51386
H 4.61923 3.91822 3.48256
H 0.20430 6.06659 -0.47357
H 1.37101 3.36594 0.06533
H 0.58829 2.35369 2.28470
H -4.18507 -0.24443 3.29571
H 0.33138 -0.79222 1.14511
H -1.86296 0.20988 3.13825
H -0.26059 -6.58571 -2.69172